{"formula": "C2H8N5", "method": "ωB97M-V/def2-TZVPD", "total_charge": 1, "smiles": "NC1=N[NH2+]CN1N", "e_above_lowest_kcal_mol": 73.1, "lumo_energy_ev": -3.26, "total_energy_ha": -354.4403, "fmax_ha_per_bohr": 0.1219, "symbols": ["N", "N", "N", "N", "N", "C", "C", "H", "H", "H", "H", "H", "H", "H", "H"], "coordinates": [[0.39697, 0.44384, 0.41476], [-1.23513, -1.05908, -0.18531], [-1.84496, 0.21246, 0.13701], [1.10405, -1.78262, -0.05444], [1.70963, 0.88795, 0.08593], [0.16126, -0.86477, 0.09024], [-0.80014, 1.17318, -0.08461], [-2.14216, 0.23530, 1.11039], [2.04508, -1.63965, 0.09128], [0.73843, -2.70071, -0.41727], [-2.79509, 0.46474, -0.37606], [-0.71174, 1.29209, -1.24510], [1.98734, 0.40152, -0.85921], [-0.86142, 2.04321, 0.42812], [2.24790, 0.89253, 0.86426]], "forces_ev_per_angstrom": [[0.77, -0.61, -0.22], [3.36, -1.29, 0.34], [-1.82, 0.46, -0.15], [-4.07, -1.96, -1.12], [-3.36, -0.57, -5.26], [-4.94, 0.64, -0.70], [2.60, -1.25, -3.74], [0.12, -0.23, 0.55], [2.11, 0.43, 0.40], [0.93, 1.30, 0.73], [2.62, -1.12, 0.52], [-0.16, 0.12, 2.04], [0.10, 1.49, 2.84], [-0.67, 2.82, 1.36], [2.41, -0.23, 2.41]]}

***

{"formula": "C2H11NO2", "method": "ωB97M-V/def2-TZVPD", "total_charge": 1, "e_above_lowest_kcal_mol": 14.8, "lumo_energy_ev": [-3.85, -8.74], "total_energy_ha": -287.6762, "spin_multiplicity": 2, "s_squared": 0.75, "fmax_ha_per_bohr": 0.0495, "symbols": ["O", "O", "N", "C", "C", "H", "H", "H", "H", "H", "H", "H", "H", "H", "H", "H"], "coordinates": [[1.41415, 1.41356, 1.11663], [0.22036, 3.30113, -2.79580], [-0.73377, -0.79192, 0.29435], [0.38045, -1.02633, -0.54157], [-1.10285, -1.73448, 1.32434], [-1.73269, -1.27132, 2.07835], [0.74887, 0.71648, 1.09478], [0.42143, -0.28674, -1.32671], [1.29133, -0.97380, 0.08649], [-1.57260, -0.34364, -0.09049], [-0.19065, -2.10347, 1.77799], [1.13665, 3.24363, -2.50333], [0.50002, -2.05771, -0.90789], [-0.20834, 2.55675, -2.35840], [-1.65706, -2.57466, 0.88685], [1.08470, 1.93253, 1.86441]], "forces_ev_per_angstrom": [[-0.70, -0.23, 0.26], [0.02, -0.31, 0.18], [-1.79, -1.77, -0.41], [1.24, 0.50, 0.32], [0.76, 0.27, 0.52], [-0.13, 0.16, -0.05], [0.26, 0.14, 0.01], [0.10, -0.04, -0.25], [-0.09, 0.26, -0.13], [0.57, 0.58, -0.08], [0.06, -0.25, 0.14], [0.03, 0.15, -0.07], [-0.74, -0.06, -0.05], [-0.03, 0.20, -0.11], [-0.01, 0.07, -0.23], [0.45, 0.32, -0.08]]}

***

{"formula": "C4H12N2O3", "method": "ωB97M-V/def2-TZVPD", "smiles": "NC[C@H](CO)NC=O.O", "e_above_lowest_kcal_mol": 42.3, "lumo_energy_ev": 0.48, "total_energy_ha": -494.8100, "fmax_ha_per_bohr": 0.0387, "symbols": ["O", "O", "O", "N", "N", "C", "C", "C", "C", "H", "H", "H", "H", "H", "H", "H", "H", "H", "H", "H", "H"], "coordinates": [[1.96139, 1.18990, -0.55881], [-0.09376, 1.89323, 2.81703], [-2.01304, 0.50323, -1.33236], [0.54415, -0.98363, 1.97749], [-0.66230, -1.35515, -1.29477], [-1.78213, -0.64554, -1.62740], [1.19036, 0.26473, -1.31716], [-0.07012, -0.31483, 0.86359], [0.41988, -0.79127, -0.52243], [0.38909, -1.98424, 1.91398], [-0.64417, -2.36907, -1.31360], [1.16437, -1.62429, -0.32590], [0.49356, 1.35795, 3.35281], [1.83647, -0.18758, -2.05283], [-0.73384, 1.32547, 2.37841], [2.88714, 0.98266, -0.39208], [0.13018, 0.82070, 0.87695], [1.53793, -0.78312, 2.14156], [-1.15061, -0.51022, 0.94921], [0.57894, 0.95184, -1.92974], [-2.58516, -1.25968, -2.06184]], "forces_ev_per_angstrom": [[-0.16, 0.26, 0.80], [-0.11, 0.96, 0.17], [0.61, 0.34, -0.21], [0.60, -0.02, 0.86], [0.28, -0.36, -0.52], [-0.67, -0.79, 0.89], [0.47, 1.39, -0.99], [0.28, 1.76, -0.74], [0.98, -0.33, 0.72], [0.24, 0.13, 0.17], [-0.55, 0.44, -0.49], [-0.91, 0.70, -0.24], [-0.26, -0.42, -0.10], [0.23, -0.66, -0.25], [0.23, -0.17, 0.44], [-0.29, -0.56, -0.30], [-0.37, -1.94, 0.25], [-0.67, -0.15, -0.43], [0.30, 0.29, -0.19], [-0.47, -0.66, 0.54], [0.26, -0.24, -0.38]]}